C48H33N7O5P2Se2Ti as an isolated structure. Source: the Open Molecules 2025 dataset; level of theory: wB97M-V/def2-TZVPD.

## Properties
- E_LUMO (eV) = 3.6
- total energy (eV) = -243371.443
- total charge = -2
- HOMO level (eV) = -1.55

Positions of all 98 atoms, in Å:
Ti: 2.080 1.757 -0.460
C: 2.585 -2.967 -3.747
C: 2.458 -3.137 -2.373
C: 2.686 -2.072 -1.511
C: 3.036 -0.816 -2.005
C: 3.172 -0.659 -3.381
C: 2.952 -1.722 -4.244
N: 3.287 0.252 -1.116
C: 4.620 0.444 -0.740
C: 5.728 -0.226 -1.244
C: 7.005 0.045 -0.746
C: 7.176 0.986 0.259
C: 6.064 1.649 0.782
C: 4.798 1.371 0.304
N: 3.600 1.905 0.765
N: 3.683 2.573 1.978
C: 2.479 2.897 2.295
C: 2.149 3.549 3.548
C: 0.865 3.765 3.883
C: -0.187 3.374 2.989
C: 0.167 2.831 1.798
N: 1.448 2.601 1.405
H: 2.386 -3.792 -4.421
H: 2.170 -4.102 -1.970
H: 2.593 -2.190 -0.437
H: 3.436 0.323 -3.756
H: 3.038 -1.571 -5.314
H: 5.598 -0.962 -2.028
H: 7.861 -0.482 -1.152
H: 8.166 1.207 0.641
H: 6.158 2.371 1.583
H: 2.971 3.824 4.196
H: 0.626 4.244 4.828
H: -1.228 3.553 3.214
H: -0.582 2.595 1.052
O: 1.512 7.403 -2.238
C: 1.597 6.229 -1.987
C: 2.844 5.346 -2.167
O: 3.919 5.739 -2.569
C: 2.406 4.007 -1.778
C: 1.055 3.995 -1.397
O: 0.524 2.864 -1.056
C: 0.472 5.331 -1.458
O: -0.649 5.713 -1.191
O: 3.062 2.893 -1.756
Se: -3.970 -2.185 -0.179
P: -2.431 -1.863 1.232
C: -3.045 -0.831 2.632
C: -2.222 -0.003 3.389
C: -2.755 0.742 4.436
C: -4.103 0.651 4.740
C: -4.930 -0.167 3.984
C: -4.405 -0.900 2.929
C: -1.911 -3.439 2.046
C: -2.512 -4.617 1.623
C: -2.187 -5.831 2.221
C: -1.264 -5.869 3.252
C: -0.663 -4.694 3.683
C: -0.982 -3.482 3.085
C: -0.912 -1.057 0.683
C: -0.490 -0.290 -0.389
N: 0.738 0.156 -0.073
N: 1.063 -0.316 1.132
N: 0.093 -1.049 1.599
P: -1.280 0.059 -1.983
Se: -0.288 1.146 -3.483
C: -1.661 -1.611 -2.632
C: -2.225 -1.711 -3.905
C: -2.513 -2.948 -4.457
C: -2.205 -4.111 -3.756
C: -1.609 -4.022 -2.511
C: -1.346 -2.778 -1.951
C: -2.807 0.909 -1.484
C: -2.988 1.393 -0.197
C: -4.139 2.093 0.138
C: -5.127 2.295 -0.811
C: -4.950 1.821 -2.107
C: -3.788 1.149 -2.445
H: -1.171 0.094 3.161
H: -2.102 1.401 4.992
H: -4.514 1.235 5.556
H: -5.989 -0.226 4.202
H: -5.048 -1.513 2.312
H: -3.233 -4.572 0.817
H: -2.663 -6.741 1.877
H: -1.009 -6.812 3.720
H: 0.063 -4.714 4.486
H: -0.493 -2.577 3.413
H: -2.398 -0.816 -4.486
H: -2.951 -3.005 -5.445
H: -2.414 -5.081 -4.193
H: -1.343 -4.917 -1.963
H: -0.861 -2.730 -0.983
H: -2.219 1.251 0.553
H: -4.253 2.477 1.143
H: -6.028 2.836 -0.551
H: -5.706 1.999 -2.861
H: -3.635 0.829 -3.466